No. 1
{
  "formula": "C24H36P2SiTi",
  "method": "the ωB97M-V functional and the def2-TZVPD basis",
  "elements": ["C", "C", "C", "H", "C", "C", "H", "H", "H", "H", "Ti", "C", "H", "H", "H", "Si", "C", "C", "H", "C", "H", "C", "H", "C", "H", "C", "H", "C", "C", "H", "C", "H", "C", "H", "C", "H", "C", "H", "H", "H", "C", "P", "C", "C", "C", "P", "C", "C", "H", "H", "H", "H", "H", "H", "H", "H", "H", "H", "H", "H", "H", "H", "H", "H"],
  "positions_angstrom": [[0.2357, 2.0419, 2.5993], [0.6213, 2.6375, 1.3396], [-0.5717, 2.8561, 0.5794], [1.6288, 2.8733, 0.9977], [-1.6925, 2.3661, 1.3190], [-1.1899, 1.8626, 2.5729], [-1.8310, 1.5288, 3.3951], [0.8967, 1.8736, 3.4324], [-0.6495, 3.3693, -0.3750], [-2.7293, 2.3861, 1.0040], [-0.2867, 0.6269, 0.9376], [2.0770, -2.9670, -1.1203], [2.7235, -2.1013, -1.2186], [1.6826, -3.0341, -0.1136], [2.6202, -3.8763, -1.3688], [0.0110, 0.8350, -1.4337], [1.3736, 0.3148, -2.5982], [2.3636, 1.2502, -2.9291], [2.3270, 2.2242, -2.4380], [3.2578, 0.9940, -3.9804], [3.9823, 1.7546, -4.2519], [3.2351, -0.2471, -4.6295], [3.9470, -0.4498, -5.4251], [2.2290, -1.1723, -4.3380], [2.1972, -2.1343, -4.8555], [1.2633, -0.8494, -3.3657], [0.3558, -1.4701, -3.2848], [-1.2540, 1.3881, -2.6244], [-0.9699, 1.5759, -3.9854], [0.0015, 1.3456, -4.4047], [-1.9609, 2.1348, -4.8151], [-1.7392, 2.3312, -5.8670], [-3.2052, 2.4511, -4.2837], [-3.9945, 2.8532, -4.9252], [-3.4735, 2.2839, -2.9234], [-4.4122, 2.6091, -2.4757], [-2.5224, 1.7082, -2.0939], [-2.7168, 1.5446, -1.0304], [1.2474, -2.8365, -1.8201], [0.6786, -1.0160, 0.4052], [-3.3552, -1.3991, 1.7744], [-1.7236, -0.9403, 2.4493], [-2.1997, -0.6619, 4.2212], [-0.8734, -2.5693, 2.6339], [0.6532, -2.4680, 2.5921], [1.2345, -0.7220, 2.4187], [2.9241, -0.8173, 1.8211], [1.4827, -0.3749, 4.2336], [-3.9016, -0.5006, 1.4481], [-3.9217, -1.9092, 2.5731], [-3.2125, -2.0736, 0.9178], [-2.5963, -1.6176, 4.6013], [-1.3737, -0.3395, 4.8676], [-2.9948, 0.0985, 4.2696], [-1.2199, -3.0066, 3.5917], [-1.2759, -3.2061, 1.8184], [1.0986, -2.8624, 3.5146], [1.0541, -3.0362, 1.7439], [3.5265, 0.0009, 2.2249], [3.3404, -1.7820, 2.1150], [2.9017, -0.7427, 0.7303], [2.0835, 0.5360, 4.3705], [0.5509, -0.2538, 4.8024], [2.0415, -1.2186, 4.6596]],
  "forces_ev_per_angstrom": [[-0.4, 1.0, -0.8], [-0.9, -0.2, 0.7], [-0.4, 0.2, 0.0], [-0.3, 0.0, 0.2], [1.2, 0.3, 0.6], [-0.2, 1.2, 0.0], [0.6, 0.3, -0.4], [-0.2, 0.0, 0.0], [0.1, -0.1, 0.2], [0.2, 0.0, 0.1], [1.1, -3.0, 2.1], [-0.2, -0.1, -0.4], [0.2, 0.0, 0.0], [0.0, -0.1, 0.1], [0.0, 0.0, 0.0], [0.4, -0.9, -2.7], [0.4, 0.5, -0.1], [0.1, -0.2, -0.4], [0.5, -0.1, -0.1], [-0.2, -0.2, 0.6], [0.0, -0.1, 0.0], [-0.3, 0.3, 0.1], [-0.1, 0.0, 0.2], [-0.2, 0.3, 0.5], [-0.1, 0.4, 0.1], [-0.2, -0.3, -0.5], [0.7, 0.1, 0.1], [-0.2, -0.4, 0.8], [-1.0, 0.7, -0.5], [-0.1, 0.0, 0.1], [0.6, -0.4, 0.2], [-0.1, -0.2, 0.4], [-0.3, 0.3, 0.0], [0.4, 0.0, 0.2], [-0.2, -0.3, 0.6], [0.1, -0.2, -0.4], [0.1, 0.5, -0.7], [-0.1, 0.1, -0.4], [0.2, -0.2, 0.2], [-1.3, 1.4, -0.2], [-0.1, 0.1, -0.1], [-0.3, -1.1, 0.6], [-0.1, 0.5, -0.2], [-0.5, -0.4, -0.2], [0.2, -0.1, -0.3], [-0.3, -0.6, 1.1], [0.2, 0.3, -0.4], [0.2, 0.4, -0.2], [0.1, -0.4, 0.1], [0.1, 0.2, -0.5], [-0.2, 0.2, 0.2], [0.1, 0.4, -0.2], [-0.3, -0.1, -0.3], [0.2, -0.3, 0.1], [0.2, 0.2, -0.6], [0.4, 0.2, 0.5], [-0.1, 0.0, -0.3], [-0.1, 0.1, 0.3], [0.0, -0.2, 0.0], [0.2, 0.1, 0.0], [0.2, -0.1, 0.2], [-0.1, -0.3, 0.0], [0.3, -0.1, -0.3], [-0.1, 0.2, -0.1]],
  "e_tot_ha": -2757.17013,
  "homo_lumo_gap_ha": 0.239,
  "charge": 2
}

***

No. 2
{
  "formula": "C13H21NOS",
  "method": "the ωB97M-V functional and the def2-TZVPD basis",
  "elements": ["O", "S", "C", "C", "C", "C", "C", "C", "N", "C", "C", "C", "C", "C", "C", "C", "H", "H", "H", "H", "H", "H", "H", "H", "H", "H", "H", "H", "H", "H", "H", "H", "H", "H", "H", "H", "H"],
  "positions_angstrom": [[1.1027, -1.0499, 2.5155], [1.5164, 0.0730, -4.3869], [-0.2286, 0.6323, -2.3624], [2.0952, 1.1583, -1.9403], [-0.5630, 1.1269, -1.0815], [1.7677, 1.6291, -0.6921], [1.0915, 0.6778, -2.8046], [0.4415, 1.6625, -0.2223], [0.2003, -0.0706, 2.0945], [1.6457, -1.8692, 1.4290], [1.2381, -1.7072, -4.1045], [-1.2279, -0.4619, 2.1945], [0.8543, 1.2486, 4.7938], [0.1181, 2.1982, 1.1695], [0.1577, 1.9368, 3.6086], [0.6299, 1.3396, 2.2872], [-1.0259, 0.2463, -3.0308], [3.1150, 1.1838, -2.2462], [-1.5614, 1.1847, -0.7319], [2.5735, 1.9496, -0.0354], [2.6628, -2.1803, 1.6919], [1.6579, -1.2783, 0.4680], [1.0697, -2.7765, 1.2844], [0.2236, -1.8200, -3.7610], [1.9768, -2.0576, -3.3646], [1.3742, -2.2184, -5.0937], [-1.4827, -0.7106, 3.2602], [-1.9077, 0.2899, 1.7802], [-1.3267, -1.4036, 1.6210], [0.7444, 1.8840, 5.6880], [1.9297, 1.1380, 4.5744], [0.4134, 0.2982, 4.9669], [-0.9574, 2.2715, 1.2845], [0.5328, 3.1958, 1.2657], [-0.9367, 1.7672, 3.7354], [0.3917, 2.9840, 3.6791], [1.7216, 1.3473, 2.2340]],
  "forces_ev_per_angstrom": [[0.3, -0.4, 0.1], [0.2, -0.3, -0.8], [-0.7, 0.4, 0.6], [-1.1, -0.2, -0.4], [2.2, 0.6, 0.0], [-0.5, 0.2, 0.9], [0.1, 0.0, 1.0], [-0.4, -0.7, -0.9], [-0.6, 0.8, -1.6], [-0.3, 1.3, -0.5], [0.8, 0.1, -0.7], [1.5, -1.0, 1.0], [0.4, 1.3, -0.2], [-0.2, -0.3, -1.6], [0.1, -1.3, 0.9], [-0.3, -1.0, 0.6], [0.6, 0.3, 0.5], [0.6, -0.1, -0.4], [-0.9, -0.2, 0.1], [-0.1, 0.1, -0.1], [-0.2, 0.3, 0.2], [0.0, -0.5, 1.0], [-0.4, -0.1, 0.0], [-0.3, -0.3, 0.2], [-0.4, -0.1, -0.4], [-0.1, 0.4, 1.0], [-0.2, 0.3, -0.7], [0.4, -0.1, 0.1], [-0.2, 0.5, 0.2], [0.1, -0.4, -0.2], [-0.4, -0.1, 0.2], [-0.1, -1.0, 0.3], [-0.3, 0.2, -0.1], [0.0, 0.2, 0.1], [0.6, 0.4, -0.3], [-0.1, 0.6, -0.3], [0.0, -0.3, 0.2]],
  "e_tot_ha": -1036.04163,
  "homo_lumo_gap_ha": 0.326
}

***

No. 3
{
  "formula": "H21O10",
  "method": "the ωB97M-V functional and the def2-TZVPD basis",
  "elements": ["O", "H", "H", "H", "O", "H", "H", "O", "H", "H", "O", "H", "H", "O", "H", "H", "O", "H", "H", "O", "H", "H", "O", "H", "H", "O", "H", "H", "O", "H", "H"],
  "positions_angstrom": [[0.3670, 0.5073, -0.3034], [-0.1400, 1.4743, -0.2124], [-0.1030, -0.2077, -0.0154], [0.8370, 0.2923, -1.1184], [1.6300, 3.3263, -0.6364], [2.3870, 3.7503, -0.9904], [0.9330, 3.7403, -1.1834], [-1.3640, 2.0663, 3.1806], [-1.9010, 2.7943, 3.6356], [-1.4680, 2.3193, 2.1986], [3.4390, -0.2517, -0.0204], [3.5220, 0.0313, 0.7876], [2.6040, -0.7767, -0.0854], [-0.7610, -3.6287, 0.3606], [-1.1120, -2.6517, 0.5716], [-1.1950, -4.4117, 0.7166], [1.5640, -2.4047, -0.2854], [0.5350, -2.6817, -0.2874], [2.0860, -2.4337, -1.0284], [-1.8710, -0.9167, -0.8474], [-2.7500, -1.2707, -0.4044], [-1.8530, -1.2657, -1.7804], [-0.6720, -1.1497, 1.9126], [-0.6630, -1.2207, 2.8566], [-1.6880, -1.1347, 1.8236], [1.0490, -0.4947, -2.6904], [0.5520, -0.8917, -3.4044], [1.7900, -0.2587, -3.2434], [-1.5780, 2.4303, 0.3916], [-2.4550, 2.0403, 0.3576], [-1.7200, 3.2793, -0.2554]],
  "forces_ev_per_angstrom": [[1.1, 6.4, 0.0], [1.0, -2.9, -0.1], [-2.6, -3.4, 1.7], [0.3, 0.0, -1.2], [-2.1, -0.3, -0.3], [1.6, 0.5, -0.3], [0.4, -0.2, 0.5], [-1.6, 2.0, -1.2], [1.2, -1.6, -0.8], [0.5, -0.4, 2.3], [-1.7, -2.8, -7.6], [0.6, 2.4, 7.1], [1.0, 0.3, 0.6], [-0.4, 3.2, -0.4], [0.6, -4.0, 0.2], [-0.4, 0.8, 0.3], [-4.5, 0.5, 3.8], [3.9, 0.0, -0.8], [0.9, -0.7, -3.2], [-2.5, -1.4, 0.3], [2.6, 0.9, -1.8], [-0.3, 0.3, 1.5], [-3.2, 0.1, -1.2], [0.9, 0.0, 1.2], [2.2, 0.2, -0.1], [0.1, 0.0, -0.5], [-1.1, -0.5, 0.1], [1.2, 0.6, 0.3], [-0.1, 3.2, -3.0], [-0.3, -0.4, 0.0], [0.7, -2.8, 2.5]],
  "e_tot_ha": -764.64983,
  "homo_lumo_gap_ha": 0.364,
  "charge": 1
}

***

No. 4
{
  "formula": "C7H13N3O5",
  "method": "the ωB97M-V functional and the def2-TZVPD basis",
  "elements": ["C", "C", "C", "C", "C", "C", "C", "H", "H", "H", "H", "H", "H", "H", "H", "H", "H", "H", "H", "H", "N", "N", "N", "O", "O", "O", "O", "O"],
  "positions_angstrom": [[-2.1051, -0.8969, -0.3927], [-1.1742, 0.2704, -0.0094], [-3.5199, -0.7401, 0.2122], [1.1678, 0.7255, 0.3267], [1.3315, 2.2498, -0.0462], [2.4456, -0.0385, 0.0080], [2.3530, -1.5845, 0.0312], [-0.8960, -2.5445, -0.4633], [-1.3169, -2.1059, 1.0155], [-2.1388, -1.0127, -1.4978], [-4.1372, -1.6551, 0.0753], [-3.3858, -0.6144, 1.3069], [-3.8488, 1.1188, -0.3141], [0.3752, -0.8535, -0.6941], [0.9156, 0.6314, 1.3788], [3.3026, 0.4094, 0.5808], [2.7789, 0.2197, -1.0512], [3.4162, -3.2794, 0.2925], [4.4022, -1.8579, 0.2236], [-0.4550, 2.5382, 0.4677], [-1.7105, -2.2305, 0.0719], [0.0895, 0.0579, -0.3600], [3.5087, -2.3257, 0.0450], [-1.5809, 1.2397, 0.6291], [-4.2972, 0.2560, -0.4029], [2.3663, 2.6257, -0.5449], [1.2783, -2.1206, 0.0190], [0.3312, 3.0717, 0.2499]],
  "forces_ev_per_angstrom": [[-1.4, -0.9, -0.5], [-1.0, -1.4, -0.3], [-0.2, -0.2, -0.3], [0.1, 0.2, -0.1], [0.8, -0.5, -0.1], [2.1, 0.6, -1.3], [1.8, 1.1, 0.8], [-0.4, -0.1, 0.2], [-0.3, -0.4, -0.3], [-0.3, 0.6, 0.5], [0.9, 0.4, 0.0], [-0.2, 0.2, -0.4], [-0.2, -0.6, 0.1], [-0.6, 0.0, 0.0], [0.3, 0.4, 0.5], [-0.8, -0.8, -0.2], [-0.6, -0.2, 1.0], [0.0, -0.8, 0.1], [-0.7, -0.4, -0.1], [-0.6, -0.3, 0.4], [1.7, 0.3, 0.6], [0.0, 1.1, -0.6], [0.3, 2.2, 0.0], [0.2, 0.3, 0.0], [0.3, 1.1, 0.1], [-0.6, 0.0, 0.3], [-1.0, -1.6, -0.1], [0.7, -0.2, -0.4]],
  "e_tot_ha": -815.05047,
  "homo_lumo_gap_ha": 0.364
}

***

No. 5
{
  "formula": "C13H30AlIO3P2",
  "method": "the ωB97M-V functional and the def2-TZVPD basis",
  "elements": ["C", "C", "H", "H", "H", "O", "I", "Al", "P", "C", "C", "H", "H", "H", "H", "H", "H", "C", "H", "H", "H", "P", "C", "C", "H", "H", "H", "C", "H", "H", "H", "H", "H", "H", "C", "O", "C", "C", "C", "C", "O", "H", "H", "H", "H", "H", "H", "H", "H", "H"],
  "positions_angstrom": [[-0.0910, 3.3710, -1.8115], [-0.1706, 2.0764, -1.1126], [0.9433, 3.5845, -2.1041], [-0.4593, 4.1607, -1.1428], [-0.7312, 3.3596, -2.7055], [0.7827, 1.1914, -1.1150], [-0.0419, -2.2124, 1.4545], [-0.0544, 0.0043, 0.1514], [1.7851, -1.6066, -0.9518], [3.2107, -0.8038, -0.1472], [2.2523, -3.3779, -0.9403], [2.7790, -3.6189, -1.8742], [2.5199, -1.9554, -3.2273], [1.3546, -4.0003, -0.8573], [0.9940, -1.0156, -3.1702], [2.8786, -0.0460, 0.5748], [2.9102, -3.5749, -0.0857], [1.9801, -1.1525, -2.7071], [3.7962, -1.5745, 0.3689], [2.5439, -0.2143, -2.7702], [3.8163, -0.3284, -0.9282], [-1.8872, -0.9238, -1.1764], [-3.4140, -0.9354, -0.1938], [-2.3729, -0.0590, -2.6958], [-0.7610, -2.7975, -2.2618], [-2.5402, -2.8515, -2.4466], [-1.7768, -3.3324, -0.8931], [-1.7184, -2.6471, -1.7460], [-1.5157, 0.0128, -3.3776], [-3.1678, -0.6496, -3.1732], [-3.3494, -1.7149, 0.5738], [-4.2543, -1.1387, -0.8709], [-2.7465, 0.9468, -2.4708], [-3.5544, 0.0412, 0.2855], [-1.3247, 1.7022, -0.3030], [-2.2346, 2.3254, 0.2015], [1.3379, 0.5708, 3.7061], [0.3021, 1.2926, 2.8611], [-1.0985, 0.9173, 3.3222], [0.4896, 2.7958, 3.0193], [0.5182, 0.9952, 1.4945], [1.2328, 0.8647, 4.7579], [2.3459, 0.8343, 3.3681], [1.2155, -0.5155, 3.6281], [-1.2437, 1.2597, 4.3551], [-1.8497, 1.3938, 2.6846], [-1.2417, -0.1685, 3.2887], [1.4954, 3.0847, 2.6950], [-0.2395, 3.3330, 2.4032], [0.3551, 3.0969, 4.0659]],
  "forces_ev_per_angstrom": [[0.3, 0.0, 0.0], [4.1, -0.3, -1.0], [-0.2, -0.2, 0.0], [-0.1, -0.2, -0.1], [0.0, 0.0, 0.1], [-3.2, 2.1, 0.0], [0.1, -0.8, 0.3], [0.9, -0.4, 1.5], [1.6, -0.6, -0.1], [0.0, 0.2, 0.3], [-0.5, -0.3, 0.1], [-0.1, 0.1, 0.3], [-0.2, 0.3, 0.2], [0.3, 0.0, -0.1], [0.3, 0.0, -0.1], [0.2, -0.1, -0.1], [-0.3, 0.0, -0.2], [-0.6, 0.3, -0.4], [-0.1, 0.3, 0.0], [-0.2, -0.2, 0.0], [0.0, -0.1, 0.3], [-0.7, -0.6, -0.4], [0.1, 0.1, 0.1], [0.3, 0.2, -0.1], [-0.2, 0.0, 0.0], [0.2, 0.0, 0.2], [0.0, 0.1, -0.2], [0.2, -0.1, 0.0], [-0.2, 0.0, 0.0], [0.2, 0.3, 0.1], [-0.1, 0.2, -0.1], [0.2, 0.0, 0.2], [0.0, -0.2, -0.1], [-0.1, -0.2, -0.1], [-3.9, 1.9, 3.0], [2.8, -1.7, -1.9], [0.3, -0.3, 0.0], [-0.1, 0.6, 1.0], [-0.1, -0.1, -0.1], [0.1, 0.2, -0.1], [-0.8, -0.6, -2.3], [0.0, -0.1, -0.3], [-0.1, 0.0, 0.1], [0.1, 0.2, 0.1], [-0.1, -0.2, -0.3], [0.0, 0.0, 0.1], [-0.1, 0.1, 0.1], [-0.1, 0.0, 0.1], [0.0, 0.0, 0.1], [0.0, 0.0, -0.3]],
  "e_tot_ha": -1961.33846,
  "homo_lumo_gap_ha": [0.244, 0.212],
  "charge": 2
}

***

No. 6
{
  "formula": "C22H10F5N3O4PdS",
  "method": "the ωB97M-V functional and the def2-TZVPD basis",
  "elements": ["Pd", "O", "S", "O", "O", "O", "N", "C", "C", "C", "C", "C", "C", "C", "C", "C", "C", "C", "C", "N", "C", "C", "C", "C", "N", "H", "H", "H", "H", "H", "H", "H", "H", "H", "H", "F", "C", "C", "C", "F", "C", "F", "C", "F", "C", "F"],
  "positions_angstrom": [[-2.2511, 1.3650, -0.7808], [-4.3639, 4.4889, -1.7553], [-3.8479, 3.2709, -1.1614], [-4.7794, 2.5799, -0.2775], [-2.5293, 3.5019, -0.4327], [-3.3759, 2.2882, -2.2672], [6.5699, -2.4590, 3.5793], [5.6560, -1.9678, 3.0824], [4.5086, -1.3493, 2.4550], [4.6496, -0.1202, 1.8187], [3.5470, 0.4696, 1.2206], [2.2994, -0.1505, 1.2536], [2.1757, -1.3814, 1.8979], [3.2698, -1.9851, 2.4940], [1.1060, 0.4954, 0.6129], [1.2846, 0.9939, -0.6585], [2.3985, 0.8167, -1.5746], [2.0776, 1.5182, -2.6957], [0.7776, 2.1113, -2.4358], [0.3215, 1.7934, -1.2617], [-0.0617, 0.5450, 1.4153], [-0.0631, 0.4392, 2.8330], [-1.3614, 0.6368, 3.2578], [-2.1218, 0.8261, 2.0857], [-1.3650, 0.7731, 0.9970], [5.6116, 0.3747, 1.8033], [3.6385, 1.4359, 0.7438], [1.2106, -1.8693, 1.9098], [3.1672, -2.9444, 2.9829], [3.2710, 0.1980, -1.4235], [2.6611, 1.6072, -3.6009], [0.1909, 2.7291, -3.1039], [0.8075, 0.2961, 3.4555], [-1.7320, 0.6427, 4.2711], [-3.1838, 0.9935, 1.9862], [-1.4799, -0.0104, -3.5232], [-2.0938, -0.8904, -2.7088], [-2.4714, -0.5328, -1.4257], [-3.0928, -1.5391, -0.7101], [-3.5428, -1.3328, 0.5458], [-3.3142, -2.8154, -1.2058], [-3.9160, -3.7636, -0.4558], [-2.9161, -3.1244, -2.4904], [-3.1238, -4.3595, -2.9942], [-2.3014, -2.1494, -3.2500], [-1.9113, -2.4461, -4.5081]],
  "forces_ev_per_angstrom": [[0.3, -0.3, -0.1], [0.0, 0.0, 0.0], [0.4, 0.3, -0.3], [-0.4, 0.2, 0.0], [-0.3, -0.3, 0.1], [-0.2, -0.2, 0.5], [0.0, 0.0, 0.0], [-0.3, 0.1, -0.1], [0.4, -0.2, 0.2], [-0.1, 0.1, -0.1], [0.1, 0.0, 0.2], [-0.3, 0.1, -0.2], [0.1, -0.2, 0.0], [-0.1, 0.1, -0.1], [0.4, -0.2, 0.2], [-0.1, 0.0, -0.3], [-0.1, -0.1, 0.2], [-0.3, 0.1, 0.0], [0.3, -0.2, -0.2], [0.2, 0.1, 0.1], [-0.2, -0.1, 0.0], [0.1, 0.0, 0.0], [-0.1, 0.0, -0.1], [-0.1, 0.0, 0.1], [0.3, 0.3, -0.1], [0.0, 0.0, 0.0], [0.0, 0.0, 0.0], [0.0, 0.0, 0.0], [0.0, 0.0, 0.0], [0.0, 0.0, 0.0], [0.0, 0.0, 0.0], [0.0, 0.0, 0.0], [0.0, 0.0, 0.0], [0.0, 0.0, 0.0], [0.0, 0.0, 0.0], [0.0, 0.1, 0.0], [0.1, -0.1, -0.1], [0.0, 0.3, 0.0], [0.0, -0.1, 0.1], [0.0, 0.1, 0.0], [0.0, 0.0, 0.0], [0.0, 0.0, 0.0], [0.0, 0.0, 0.0], [0.0, 0.0, 0.0], [0.0, 0.0, 0.0], [0.0, 0.0, 0.0]],
  "e_tot_ha": -2335.03179,
  "homo_lumo_gap_ha": 0.217,
  "charge": -2
}